No. 1
{
  "formula": "C34H44MoN2O2P2S6",
  "method": "wB97M-V/def2-TZVPD",
  "elements": ["Mo", "O", "C", "O", "C", "P", "C", "C", "C", "C", "C", "C", "C", "C", "C", "C", "C", "C", "H", "H", "H", "H", "H", "H", "H", "H", "H", "H", "H", "H", "S", "C", "S", "C", "C", "S", "S", "S", "S", "C", "N", "C", "C", "C", "C", "H", "H", "H", "H", "H", "C", "C", "C", "C", "P", "N", "C", "C", "C", "C", "C", "C", "C", "C", "H", "H", "H", "H", "H", "H", "H", "H", "H", "H", "H", "H", "H", "H", "H", "H", "H", "H", "H", "H", "H", "H", "H", "H", "H", "H", "H"],
  "coordinates": [[0.18, -0.20, -0.15], [2.77, 2.58, 1.44], [1.95, 1.71, 1.47], [1.70, 0.96, 0.36], [1.08, 1.35, 2.65], [-0.59, 1.14, 1.94], [-1.59, 0.00, 2.85], [-1.19, -1.45, 2.73], [-2.36, -2.44, 2.55], [-3.58, -1.98, 3.31], [-3.73, -0.74, 3.77], [-2.77, 0.30, 3.41], [-1.35, 2.77, 1.87], [-2.62, 2.88, 1.29], [-3.23, 4.11, 1.19], [-2.58, 5.25, 1.66], [-1.31, 5.15, 2.21], [-0.70, 3.91, 2.32], [1.20, 2.07, 3.46], [1.39, 0.37, 3.01], [-0.69, -1.73, 3.66], [-2.03, -3.36, 3.03], [-4.35, -2.72, 3.47], [-4.62, -0.46, 4.32], [-3.06, 1.34, 3.54], [-3.13, 1.99, 0.92], [-4.22, 4.19, 0.76], [-3.07, 6.22, 1.60], [-0.81, 6.03, 2.58], [0.29, 3.86, 2.76], [-3.82, -5.94, -1.55], [-3.42, -4.60, -0.73], [-3.14, -3.05, -1.47], [-2.66, -2.18, -0.03], [-2.72, -2.85, 1.13], [0.08, -1.80, 1.45], [-3.20, -4.53, 1.00], [-2.23, -0.49, -0.36], [-0.75, 1.66, -1.55], [-0.01, 3.22, -1.26], [1.29, 3.37, -0.96], [1.88, 4.57, -0.78], [1.16, 5.72, -0.94], [-0.19, 5.61, -1.28], [-0.78, 4.37, -1.43], [1.84, 2.53, -0.81], [2.92, 4.54, -0.49], [1.64, 6.68, -0.81], [-0.78, 6.50, -1.41], [-1.82, 4.27, -1.67], [3.46, 0.22, -2.49], [3.56, -1.31, -2.60], [4.27, -1.71, -3.90], [4.42, -1.77, -1.41], [1.86, -2.06, -2.51], [1.00, -1.17, -1.36], [0.86, -1.81, -4.07], [1.23, -2.86, -5.13], [-0.64, -1.90, -3.77], [1.09, -0.40, -4.64], [1.86, -3.82, -1.88], [0.43, -4.38, -1.93], [2.33, -3.87, -0.41], [2.79, -4.71, -2.72], [4.47, 0.62, -2.61], [3.11, 0.52, -1.50], [2.84, 0.68, -3.25], [5.29, -1.32, -3.85], [3.81, -1.29, -4.79], [4.34, -2.79, -4.02], [5.33, -1.17, -1.42], [4.71, -2.81, -1.48], [3.93, -1.59, -0.45], [0.89, -3.86, -4.86], [2.29, -2.89, -5.36], [0.71, -2.59, -6.06], [-0.96, -2.86, -3.38], [-1.17, -1.74, -4.71], [-0.97, -1.12, -3.08], [2.10, -0.23, -5.00], [0.82, 0.37, -3.92], [0.42, -0.29, -5.49], [-0.28, -3.76, -1.38], [0.45, -5.36, -1.46], [0.07, -4.52, -2.95], [1.95, -3.04, 0.19], [3.41, -3.89, -0.32], [1.95, -4.79, 0.02], [2.50, -4.77, -3.77], [2.71, -5.72, -2.31], [3.83, -4.41, -2.65]],
  "mulliken_charge": [1.3824, -0.5824, -0.0543, 0.0206, -0.8667, 1.0890, -0.5961, -0.5472, -0.5682, -0.5214, -1.0880, 0.3587, 0.2318, -0.1508, -0.9105, -0.5620, -0.8467, -0.4836, 0.6303, 0.5159, 0.6760, 0.6259, 0.5162, 0.4474, 0.6649, 0.4224, 0.4863, 0.4585, 0.4751, 0.2883, -0.1213, 0.1498, 0.0342, 0.1230, 0.2162, -0.2337, -0.1204, -0.5996, -0.3744, 0.9321, 0.3346, -0.1448, -0.8608, -0.3129, -0.9126, -0.1130, 0.5144, 0.4763, 0.4554, 0.5015, -2.0977, 2.1043, -1.7929, -1.8803, 0.0804, 0.3393, 2.0144, -1.8969, -1.5345, -1.7506, 2.1567, -1.9038, -1.5077, -1.7898, 0.5919, 0.2621, 0.3136, 0.5378, 0.3004, 0.3382, 0.6148, 0.3435, 0.2306, 0.3715, 0.2941, 0.5416, 0.3091, 0.5287, 0.1402, 0.3349, 0.1035, 0.6200, 0.1603, 0.6756, 0.2816, 0.0512, 0.3225, 0.5497, 0.3145, 0.5228, 0.3489],
  "e_above_lowest_ev": 0.0000,
  "homo_lumo_gap_ev": 4.93,
  "spin_multiplicity": 1,
  "charge": 2
}

No. 2
{
  "formula": "C36H44BN10Ti",
  "method": "wB97M-V/def2-TZVPD",
  "elements": ["Ti", "C", "C", "C", "C", "N", "N", "B", "N", "N", "C", "C", "C", "C", "C", "C", "C", "C", "C", "C", "N", "N", "C", "C", "C", "C", "C", "C", "C", "C", "C", "C", "C", "C", "C", "C", "C", "C", "H", "H", "H", "H", "H", "H", "H", "H", "H", "H", "H", "H", "H", "H", "H", "H", "H", "H", "H", "H", "H", "H", "H", "H", "H", "H", "H", "H", "N", "C", "C", "N", "C", "C", "N", "H", "H", "H", "H", "H", "H", "H", "H", "H", "H", "H", "H", "H", "C", "C", "N", "H", "H", "H"],
  "coordinates": [[0.09, 0.03, -0.14], [-0.82, -3.05, 4.38], [-0.43, -2.88, 2.95], [-0.11, -3.86, 2.02], [0.15, -3.16, 0.84], [0.00, -1.84, 1.02], [-0.37, -1.69, 2.33], [-0.62, -0.29, 2.95], [-1.83, 0.38, 2.28], [-1.85, 0.67, 0.94], [-3.07, 1.20, 0.72], [-3.81, 1.25, 1.90], [-2.98, 0.74, 2.87], [-3.25, 0.56, 4.33], [-3.63, 1.56, -0.60], [-4.93, 1.17, -0.90], [-5.51, 1.49, -2.12], [-4.79, 2.20, -3.07], [-3.50, 2.61, -2.78], [-2.92, 2.29, -1.55], [0.62, 0.61, 2.81], [1.02, 1.07, 1.59], [2.09, 1.84, 1.84], [2.38, 1.85, 3.20], [1.41, 1.07, 3.79], [1.20, 0.75, 5.23], [2.87, 2.59, 0.82], [4.21, 2.27, 0.63], [4.99, 3.00, -0.25], [4.45, 4.08, -0.93], [3.12, 4.43, -0.71], [2.33, 3.68, 0.16], [0.54, -3.75, -0.46], [1.88, -3.97, -0.77], [2.25, -4.49, -2.01], [1.27, -4.82, -2.94], [-0.07, -4.64, -2.62], [-0.43, -4.12, -1.39], [-0.80, -4.11, 4.63], [-0.14, -2.53, 5.05], [-1.82, -2.68, 4.57], [-0.06, -4.92, 2.17], [-0.85, -0.45, 4.11], [-4.80, 1.64, 2.04], [-4.26, 0.89, 4.55], [-3.15, -0.48, 4.64], [-2.56, 1.15, 4.94], [-5.49, 0.59, -0.18], [-6.53, 1.17, -2.33], [-5.25, 2.46, -4.02], [-2.94, 3.19, -3.50], [-1.94, 2.64, -1.31], [3.17, 2.39, 3.69], [1.99, 1.21, 5.82], [0.25, 1.14, 5.59], [1.21, -0.32, 5.42], [4.65, 1.44, 1.18], [6.04, 2.74, -0.39], [5.06, 4.67, -1.60], [2.70, 5.30, -1.20], [1.31, 3.97, 0.36], [2.65, -3.75, -0.03], [3.29, -4.67, -2.23], [1.55, -5.23, -3.90], [-0.84, -4.92, -3.33], [-1.48, -4.01, -1.13], [-1.72, -1.00, -1.34], [-1.67, -1.17, -2.80], [-0.25, -0.95, -3.34], [0.74, -0.99, -2.26], [2.10, -0.71, -2.73], [2.95, -0.10, -1.61], [2.41, -0.57, -0.32], [-1.76, -1.90, -0.86], [-2.58, -0.51, -1.08], [-2.34, -0.45, -3.24], [-2.03, -2.16, -3.09], [-0.18, 0.03, -3.81], [-0.02, -1.69, -4.11], [0.74, -1.93, -1.88], [2.05, -0.01, -3.57], [2.56, -1.63, -3.12], [2.86, 0.98, -1.62], [4.00, -0.35, -1.75], [2.94, -0.16, 0.45], [2.52, -1.57, -0.25], [0.69, 3.21, -3.32], [0.48, 2.31, -2.20], [0.29, 1.59, -1.31], [0.31, 4.20, -3.07], [0.17, 2.85, -4.20], [1.76, 3.30, -3.55]],
  "mulliken_spin": [1.6580, 0.0003, 0.0030, 0.0192, 0.0181, -0.0297, -0.0217, -0.0750, 0.0087, -0.0126, 0.0004, 0.0120, 0.0068, -0.0002, 0.0440, 0.0007, -0.0006, 0.0008, -0.0064, 0.0313, 0.0162, -0.0266, 0.0101, 0.0128, 0.0036, -0.0006, 0.0284, -0.0076, 0.0006, -0.0001, 0.0031, 0.0024, 0.0214, -0.0007, 0.0002, 0.0001, 0.0010, -0.0011, 0.0000, 0.0008, 0.0007, 0.0005, 0.0008, 0.0005, -0.0002, 0.0007, 0.0003, 0.0002, 0.0000, 0.0000, -0.0005, -0.0048, 0.0004, -0.0003, 0.0004, 0.0005, -0.0004, 0.0000, 0.0000, 0.0014, -0.0039, -0.0013, 0.0000, 0.0001, 0.0000, -0.0028, 0.0294, 0.0220, 0.0116, -0.0016, 0.0232, 0.0058, 0.0466, 0.0094, -0.0072, 0.0015, 0.0006, -0.0042, -0.0010, -0.0278, 0.0009, 0.0002, 0.0052, 0.0031, 0.0082, 0.0073, -0.0027, 0.2708, -0.1325, 0.0063, 0.0066, 0.0052],
  "homo_lumo_gap_ev": [6.68, 9.16],
  "spin_multiplicity": 3,
  "charge": 1
}